# C28H41N2NiO7Sb2

A structure of composition C28H41N2NiO7Sb2 (wB97M-V/def2-TZVPD, the OMol25 dataset).

Properties
Max |F|   0.4 eV/Å
Energy above the lowest of the compared OMol25 structures with the same formula, charge and spin   0.0 kJ/mol
Net charge   +1
E_tot   -101127.4248 eV
HOMO (spin up / spin down)   -9.837 / -9.839 eV
Spin multiplicity   3
Frontier orbital gap (spin up / spin down)   0.2856 / 0.2830 hartree

The geometry in XYZ format:
```
81
Properties=species:S:1:pos:R:3:lowdin_charge:R:1
Ni -0.45 0.54 0.01 0.2493
C -4.12 1.34 -3.50 -0.0150
N -3.76 1.46 -2.10 -0.1298
C -4.84 1.23 -1.16 -0.0020
C -2.51 1.49 -1.68 -0.4110
O -2.21 1.48 -0.47 -0.0509
C -1.38 1.55 -2.70 -0.0707
O -0.12 1.58 -2.02 -0.1501
C 0.50 2.84 -1.90 -0.0789
C 0.60 3.27 -0.44 -0.3833
O 0.36 2.45 0.46 -0.0806
N 0.99 4.51 -0.18 -0.1223
C 1.13 4.96 1.20 -0.0042
C 1.34 5.45 -1.24 -0.0191
H -5.02 1.93 -3.70 0.1006
H -4.32 0.29 -3.74 0.1046
H -3.34 1.71 -4.16 0.0851
H -5.51 2.09 -1.13 0.0996
H -4.43 1.06 -0.17 0.0854
H -5.40 0.35 -1.48 0.1037
H -1.47 2.43 -3.34 0.1345
H -1.40 0.65 -3.32 0.1419
H -0.03 3.59 -2.48 0.1328
H 1.52 2.77 -2.30 0.1497
H 0.55 4.31 1.85 0.0835
H 0.75 5.98 1.28 0.0996
H 2.17 4.94 1.51 0.1058
H 2.07 5.03 -1.93 0.0975
H 1.80 6.33 -0.77 0.0985
H 0.46 5.79 -1.79 0.1021
C 2.11 -2.57 0.70 -0.2614
Sb 1.96 -0.47 0.49 1.4649
C 3.44 -0.07 -0.98 -0.2931
C 3.07 0.12 2.23 -0.3048
C 2.54 -0.49 3.50 -0.2894
C 3.24 -1.58 4.04 -0.0613
C 2.83 -2.19 5.21 -0.0719
C 1.72 -1.72 5.88 -0.0720
C 1.02 -0.64 5.36 -0.0678
C 1.40 -0.02 4.17 -0.2884
C 0.57 1.12 3.66 -0.2939
Sb -1.13 0.48 2.50 1.4664
C -2.52 1.97 3.05 -0.2878
C -1.83 -1.14 3.67 -0.2853
H 2.99 -2.94 0.17 0.0209
H 1.22 -3.03 0.30 -0.0015
H 2.20 -2.81 1.76 0.0034
H 4.17 -0.88 -1.00 0.0112
H 3.96 0.86 -0.74 0.0071
H 2.98 0.01 -1.96 0.0010
H 3.08 1.21 2.25 0.0599
H 4.09 -0.22 2.06 0.0669
H 4.12 -1.93 3.53 0.1148
H 3.39 -3.03 5.60 0.1073
H 1.40 -2.17 6.80 0.1078
H 0.16 -0.26 5.89 0.1132
H 1.13 1.80 3.01 0.0350
H 0.17 1.70 4.50 0.0704
H -2.51 2.10 4.13 0.0143
H -3.52 1.65 2.74 0.0097
H -2.28 2.90 2.56 0.0059
H -2.08 -0.78 4.66 0.0161
H -1.07 -1.91 3.73 0.0110
H -2.72 -1.55 3.19 0.0127
O -2.50 -0.98 -2.13 0.0270
C -1.48 -1.58 -1.76 -0.5565
O -0.75 -1.24 -0.76 -0.1737
C -0.99 -2.76 -2.54 -0.1279
C -1.89 -3.49 -3.31 -0.0137
C -1.49 -4.60 -4.06 0.0285
C -0.15 -4.92 -4.00 -0.2116
O 0.49 -5.94 -4.65 0.0404
C 1.86 -5.87 -4.24 -0.1160
O 2.00 -4.74 -3.38 0.0305
C 0.75 -4.20 -3.24 -0.2019
C 0.37 -3.12 -2.49 0.0637
H -2.92 -3.17 -3.33 0.1156
H -2.18 -5.17 -4.65 0.1221
H 2.49 -5.74 -5.12 0.1387
H 2.11 -6.78 -3.69 0.1395
H 1.08 -2.57 -1.90 0.0977
```